Entry 1:
Density functional theory data (ωB97M-V/def2-TZVPD) for C49H40HfN9OTe as an isolated structure at a distorted geometry.

```
! wB97M-V def2-TZVPD RIJCOSX def2/J DEFGRID3
* xyz 3 1
Hf -0.265 -0.133 -1.520
C -0.327 1.937 -3.093
C 0.491 1.602 -4.192
C 1.672 2.269 -4.386
C 2.052 3.286 -3.518
C 1.285 3.593 -2.398
C 0.092 2.958 -2.235
H -1.357 1.572 -3.015
H 0.179 0.840 -4.875
H 2.267 2.029 -5.263
H 2.997 3.886 -3.656
H 1.478 4.425 -1.749
H -0.647 3.283 -1.497
C 1.707 -4.202 -1.104
C 1.169 -4.927 -2.132
C 0.254 -4.354 -3.004
C -0.076 -3.012 -2.819
N 0.482 -2.252 -1.835
C 1.363 -2.865 -1.024
C -1.197 -2.342 -3.486
C -1.978 -2.930 -4.496
C -3.148 -2.265 -4.931
C -3.465 -0.994 -4.445
C -2.681 -0.396 -3.489
C -1.529 -1.051 -3.008
H 2.445 -4.598 -0.404
H 1.465 -5.981 -2.192
H -0.265 -4.906 -3.804
H 1.847 -2.304 -0.245
H -1.698 -3.869 -4.956
H -3.775 -2.697 -5.697
H -4.344 -0.511 -4.814
H -3.050 0.516 -3.043
C -4.223 3.288 0.585
N -3.582 2.080 0.072
C -2.272 1.910 -0.171
N -2.120 0.637 -0.590
C -3.392 0.101 -0.523
N -4.266 0.977 -0.124
C -4.892 2.978 1.852
C -6.217 3.344 2.083
C -6.860 3.097 3.301
C -6.192 2.533 4.373
C -4.826 2.271 4.205
C -4.197 2.519 2.974
C -4.083 1.722 5.352
N -4.408 1.515 6.571
N -3.193 1.084 7.216
C -2.307 1.066 6.312
O -2.776 1.458 5.100
C -0.946 0.579 6.352
C -0.298 0.332 7.531
C 0.984 -0.191 7.530
C 1.624 -0.498 6.331
C 0.972 -0.287 5.101
C 1.712 -0.643 3.828
N 0.890 -0.961 2.656
C 0.936 -0.254 1.536
N 0.094 -0.823 0.641
C -0.364 -1.954 1.301
N 0.062 -2.008 2.555
C -0.322 0.256 5.124
H -4.814 3.692 -0.250
H -3.383 3.953 0.710
H -1.487 2.622 0.115
H -3.679 -0.927 -0.682
H -6.797 3.709 1.262
H -7.877 3.404 3.391
H -6.722 2.274 5.306
H -3.175 2.252 2.867
H -0.728 0.643 8.463
H 1.511 -0.265 8.463
H 2.629 -0.864 6.399
H 2.318 -1.502 3.984
H 2.346 0.164 3.440
H 1.548 0.672 1.425
H -1.118 -2.650 0.925
H -0.902 0.462 4.188
Te 2.720 0.506 -1.461
C 3.868 -0.752 -0.254
C 4.225 -0.333 1.024
C 5.023 -1.138 1.827
C 5.576 -2.293 1.333
C 5.215 -2.689 0.031
C 4.327 -1.956 -0.707
C 3.537 0.117 -3.306
C 4.783 0.621 -3.648
C 5.335 0.353 -4.905
C 4.615 -0.385 -5.819
C 3.306 -0.811 -5.509
C 2.776 -0.613 -4.233
H 3.882 0.620 1.423
H 5.273 -0.699 2.777
H 6.257 -2.913 1.966
H 5.521 -3.647 -0.399
H 4.079 -2.348 -1.687
H 5.301 1.166 -2.868
H 6.251 0.784 -5.247
H 4.955 -0.630 -6.837
H 2.730 -1.347 -6.279
H 1.792 -0.987 -3.984
*
```

Output
**Energy**: -75496.0003 eV

Atom charges from the Löwdin analysis, given in e for atoms 1 to 99:
1 Hf 1.5660
2 C -0.2299
3 C -0.0733
4 C -0.0675
5 C -0.0309
6 C -0.0849
7 C -0.1380
8 H 0.0717
9 H 0.1235
10 H 0.1362
11 H 0.1590
12 H 0.1285
13 H 0.0931
14 C -0.0155
15 C 0.0033
16 C 0.0507
17 C -0.2128
18 N -0.0506
19 C -0.1588
20 C -0.1908
21 C 0.0244
22 C 0.0032
23 C -0.0384
24 C -0.1355
25 C -0.2428
26 H 0.1371
27 H 0.1445
28 H 0.1371
29 H 0.0752
30 H 0.1169
31 H 0.1260
32 H 0.1200
33 H 0.0860
34 C -0.0565
35 N -0.0952
36 C -0.0894
37 N -0.0778
38 C -0.1431
39 N 0.1864
40 C -0.2213
41 C -0.0035
42 C -0.0251
43 C 0.0195
44 C -0.1083
45 C 0.0292
46 C -0.2973
47 N 0.1669
48 N 0.1700
49 C -0.3189
50 O 0.0901
51 C -0.1309
52 C 0.0056
53 C -0.0239
54 C -0.0144
55 C -0.1801
56 C -0.0543
57 N -0.0951
58 C -0.1444
59 N -0.0930
60 C -0.1468
61 N 0.1881
62 C 0.0362
63 H 0.1573
64 H 0.1332
65 H 0.1485
66 H 0.1431
67 H 0.1155
68 H 0.1141
69 H 0.1435
70 H 0.1006
71 H 0.1315
72 H 0.1196
73 H 0.1150
74 H 0.1290
75 H 0.1270
76 H 0.1362
77 H 0.1428
78 H 0.1235
79 Te 1.5080
80 C -0.5329
81 C -0.1553
82 C -0.0693
83 C -0.0235
84 C -0.0427
85 C -0.1741
86 C -0.5596
87 C -0.1031
88 C -0.0347
89 C -0.0362
90 C -0.0503
91 C -0.1693
92 H 0.0955
93 H 0.1188
94 H 0.1431
95 H 0.1286
96 H 0.1137
97 H 0.1100
98 H 0.1193
99 H 0.1336



Entry 2:
Density functional theory data (ωB97M-V/def2-TZVPD) for C49H41BrN4NaO3P2S as an isolated structure at a distorted geometry.

```
! wB97M-V def2-TZVPD RIJCOSX def2/J DEFGRID3
* xyz -1 1
Na 0.016 0.062 -0.454
C -1.912 -2.496 0.039
P -0.480 -2.991 1.089
C -1.313 -3.643 2.551
C -0.660 -4.640 3.288
C -1.237 -5.125 4.467
C -2.420 -4.553 4.962
C -3.081 -3.594 4.206
C -2.558 -3.130 3.005
C 0.182 -4.444 0.300
C -0.475 -5.623 0.522
C -0.033 -6.785 -0.133
C 1.063 -6.725 -0.988
C 1.751 -5.509 -1.157
C 1.306 -4.365 -0.513
C -2.669 -1.311 0.436
C -4.121 -1.193 0.248
C -4.480 -0.049 0.878
C -3.287 0.533 1.440
C -3.289 1.698 2.338
P -1.720 2.616 2.903
C -1.551 3.903 1.534
C -2.049 3.719 0.221
C -1.975 4.770 -0.692
C -1.403 5.977 -0.334
C -0.889 6.097 0.962
C -0.890 5.050 1.885
C -2.324 3.549 4.313
C -1.999 3.052 5.589
C -2.651 3.531 6.701
C -3.659 4.510 6.548
C -3.892 5.066 5.335
C -3.129 4.673 4.169
N -2.159 -0.174 1.025
H -2.654 -3.291 0.092
H -1.529 -2.275 -0.993
H 0.231 -5.110 2.875
H -0.754 -5.890 5.029
H -2.899 -4.870 5.898
H -4.069 -3.163 4.477
H -3.119 -2.329 2.517
H -1.375 -5.580 1.170
H -0.399 -7.768 0.142
H 1.532 -7.611 -1.442
H 2.652 -5.501 -1.810
H 1.806 -3.440 -0.612
H -4.769 -1.887 -0.246
H -5.470 0.362 0.952
H -3.618 1.351 3.346
H -4.103 2.329 2.038
H -2.490 2.806 -0.189
H -2.342 4.664 -1.702
H -1.412 6.855 -0.917
H -0.506 7.076 1.256
H -0.366 5.196 2.831
H -1.317 2.202 5.656
H -2.490 3.084 7.678
H -4.256 4.820 7.377
H -4.614 5.871 5.245
H -3.304 5.098 3.232
O -1.652 1.023 -1.876
N -1.511 1.119 -3.137
C -1.802 2.283 -3.805
C -1.987 2.263 -5.192
C -1.805 1.047 -5.926
C -1.396 -0.089 -5.246
C -1.184 -0.071 -3.813
S -0.543 -1.403 -2.970
H -2.162 3.066 -3.128
H -2.313 3.188 -5.676
H -2.009 1.072 -7.005
H -1.148 -0.992 -5.764
C 2.487 0.915 2.834
O 2.420 0.604 1.451
C 3.566 0.370 0.736
C 4.846 0.632 1.211
C 6.065 0.346 0.511
Br 7.814 0.574 1.166
C 5.954 -0.026 -0.841
C 4.665 -0.314 -1.355
C 3.459 -0.303 -0.554
O 2.303 -0.622 -1.044
C 4.559 -0.352 -2.762
N 3.424 -0.677 -3.516
C 3.721 -0.443 -4.855
C 3.019 -0.652 -6.043
C 3.720 -0.477 -7.225
C 5.008 0.026 -7.300
C 5.745 0.292 -6.144
C 5.062 0.002 -4.935
N 5.571 0.009 -3.617
H 2.761 0.018 3.499
H 1.508 1.247 3.180
H 3.207 1.698 2.972
H 4.963 1.047 2.228
H 6.774 -0.325 -1.494
H 2.527 -0.870 -3.042
H 1.970 -0.882 -6.116
H 3.214 -0.849 -8.140
H 5.494 0.141 -8.290
H 6.793 0.662 -6.220
H 6.517 0.247 -3.342
*
```

Output
**Energy**: -167452.2934 eV

Atom charges from the Löwdin analysis, given in e for atoms 1 to 99:
1 Na 0.2836
2 C -0.3393
3 P 1.0590
4 C -0.3807
5 C -0.1280
6 C -0.0949
7 C -0.1140
8 C -0.1048
9 C -0.0550
10 C -0.4138
11 C -0.1137
12 C -0.0820
13 C -0.1062
14 C -0.0905
15 C -0.0836
16 C -0.4519
17 C -0.1086
18 C -0.1267
19 C -0.4083
20 C -0.3175
21 P 1.0602
22 C -0.3656
23 C -0.0563
24 C -0.0937
25 C -0.1014
26 C -0.1028
27 C -0.1475
28 C -0.4319
29 C -0.1199
30 C -0.0906
31 C -0.1174
32 C -0.0833
33 C -0.0523
34 N 0.0724
35 H 0.0893
36 H -0.0156
37 H 0.1004
38 H 0.0807
39 H 0.0939
40 H 0.1109
41 H 0.0962
42 H 0.1154
43 H 0.0934
44 H 0.0971
45 H 0.1067
46 H 0.0768
47 H 0.0742
48 H 0.0735
49 H 0.0753
50 H 0.0716
51 H 0.0982
52 H 0.0818
53 H 0.0791
54 H 0.0936
55 H 0.1070
56 H 0.0944
57 H 0.0968
58 H 0.0884
59 H 0.0954
60 H 0.0809
61 O -0.1661
62 N -0.2533
63 C -0.0268
64 C -0.0950
65 C -0.1166
66 C -0.1235
67 C -0.6703
68 S 0.6325
69 H 0.1059
70 H 0.0866
71 H 0.0920
72 H 0.0750
73 C -0.0627
74 O -0.0768
75 C -0.1756
76 C -0.0398
77 C -0.6962
78 Br 0.7077
79 C -0.1170
80 C -0.1072
81 C -0.2453
82 O -0.0839
83 C -0.1378
84 N 0.2179
85 C -0.1537
86 C 0.0080
87 C -0.1099
88 C -0.1166
89 C -0.0165
90 C -0.1531
91 N 0.1659
92 H 0.1279
93 H 0.0740
94 H 0.0669
95 H 0.1029
96 H 0.0951
97 H 0.1272
98 H 0.1129
99 H 0.1158



Entry 3:
Density functional theory data (ωB97M-V/def2-TZVPD) for C49H41Cl2MnN2OP2S as an isolated structure at a distorted geometry.

```
! wB97M-V def2-TZVPD RIJCOSX def2/J DEFGRID3
* xyz 2 5
Mn -0.108 0.156 1.120
Cl -1.569 -0.326 2.718
C -1.020 -1.789 3.492
C -1.689 -2.200 4.628
C -1.297 -3.382 5.231
C -0.269 -4.133 4.687
C 0.388 -3.706 3.543
Cl 1.645 -4.666 2.877
C 0.036 -2.500 2.916
S 0.898 -1.947 1.498
H -2.504 -1.609 5.028
H -1.803 -3.716 6.126
H 0.026 -5.066 5.149
C 1.408 -2.002 -5.479
C 0.697 -0.770 -4.889
C 0.252 0.166 -6.030
C 1.659 -0.025 -3.977
C 2.899 0.422 -4.423
C 3.772 1.101 -3.587
C 3.430 1.353 -2.269
C 2.196 0.927 -1.799
P 1.584 1.316 -0.124
C 1.129 3.066 -0.357
C 2.061 4.097 -0.439
C 1.631 5.391 -0.686
C 0.281 5.663 -0.870
C -0.647 4.634 -0.824
C -0.223 3.340 -0.571
C 3.134 1.237 0.824
C 3.925 0.100 0.648
C 5.122 -0.029 1.331
C 5.530 0.968 2.207
C 4.733 2.087 2.407
C 3.533 2.222 1.725
C 1.332 0.262 -2.661
O 0.139 -0.064 -2.092
C -0.733 -0.845 -2.788
C -1.840 -1.253 -2.048
C -2.785 -2.070 -2.652
C -2.626 -2.430 -3.979
C -1.515 -2.007 -4.692
C -0.531 -1.217 -4.110
P -1.923 -0.777 -0.284
C -2.470 -2.381 0.404
C -3.522 -2.486 1.309
C -3.884 -3.729 1.810
C -3.193 -4.865 1.420
C -2.145 -4.767 0.513
C -1.787 -3.532 0.004
C -3.382 0.305 -0.136
C -4.657 -0.081 -0.547
C -5.724 0.788 -0.395
C -5.536 2.046 0.163
C -4.274 2.437 0.580
C -3.206 1.567 0.433
H 2.289 -1.701 -6.044
H 0.748 -2.540 -6.158
H 1.722 -2.684 -4.688
H 1.113 0.492 -6.614
H -0.250 1.049 -5.633
H -0.436 -0.352 -6.698
H 3.191 0.241 -5.448
H 4.729 1.432 -3.967
H 4.122 1.868 -1.616
H 3.118 3.900 -0.324
H 2.355 6.193 -0.743
H -0.044 6.677 -1.062
H -1.696 4.840 -0.993
H -0.932 2.518 -0.566
H 3.599 -0.680 -0.032
H 5.743 -0.901 1.171
H 6.469 0.871 2.736
H 5.053 2.868 3.085
H 2.916 3.097 1.889
H -3.625 -2.457 -2.094
H -3.363 -3.060 -4.456
H -1.411 -2.314 -5.725
H -4.068 -1.603 1.618
H -4.715 -3.807 2.499
H -3.476 -5.832 1.816
H -1.609 -5.653 0.201
H -0.973 -3.456 -0.706
H -4.829 -1.059 -0.970
H -6.712 0.481 -0.712
H -6.376 2.718 0.278
H -4.125 3.416 1.018
H -2.214 1.867 0.764
C 2.347 -0.126 4.034
C 1.555 1.087 3.715
N 0.747 1.323 2.687
C 0.242 2.606 2.848
C 0.746 3.142 3.983
N 1.565 2.173 4.509
H 2.491 -0.739 3.151
H 1.845 -0.731 4.793
H 3.324 0.162 4.425
H -0.438 3.044 2.135
H 0.598 4.101 4.446
H 2.089 2.249 5.367
*
```

Output
**Energy**: -142273.4044 eV

For each atom in turn, the Löwdin charge in e is:
1 Mn 0.2692
2 Cl 0.8692
3 C -0.5665
4 C -0.0889
5 C -0.0514
6 C -0.0773
7 C -0.6841
8 Cl 0.7274
9 C -0.6664
10 S 0.6430
11 H 0.1193
12 H 0.1217
13 H 0.1196
14 C -0.0077
15 C -0.4248
16 C -0.0011
17 C -0.0798
18 C 0.0110
19 C -0.0349
20 C -0.0583
21 C -0.2435
22 P 1.1026
23 C -0.3400
24 C -0.0728
25 C -0.0434
26 C -0.0470
27 C -0.0532
28 C -0.1180
29 C -0.3652
30 C -0.1005
31 C -0.0464
32 C -0.0521
33 C -0.0594
34 C -0.1083
35 C -0.1883
36 O -0.0403
37 C -0.1864
38 C -0.2424
39 C -0.0656
40 C -0.0336
41 C 0.0103
42 C -0.0799
43 P 1.0733
44 C -0.3874
45 C -0.1110
46 C -0.0563
47 C -0.0484
48 C -0.0464
49 C -0.1087
50 C -0.3545
51 C -0.0721
52 C -0.0409
53 C -0.0458
54 C -0.0568
55 C -0.1380
56 H 0.0868
57 H 0.0869
58 H 0.1030
59 H 0.0912
60 H 0.1011
61 H 0.0912
62 H 0.1253
63 H 0.1193
64 H 0.1171
65 H 0.1073
66 H 0.1190
67 H 0.1183
68 H 0.1148
69 H 0.0658
70 H 0.1132
71 H 0.1197
72 H 0.1181
73 H 0.1167
74 H 0.1015
75 H 0.1101
76 H 0.1200
77 H 0.1253
78 H 0.1028
79 H 0.1160
80 H 0.1168
81 H 0.1185
82 H 0.1105
83 H 0.1043
84 H 0.1202
85 H 0.1190
86 H 0.1147
87 H 0.0417
88 C 0.0118
89 C -0.3581
90 N -0.0748
91 C -0.1304
92 C -0.0378
93 N 0.1405
94 H 0.0302
95 H 0.1006
96 H 0.0961
97 H 0.1017
98 H 0.1313
99 H 0.1795



Entry 4:
Density functional theory data (ωB97M-V/def2-TZVPD) for C49H41ClHgI2N3O3Te as an isolated structure at a distorted geometry.

```
! wB97M-V def2-TZVPD RIJCOSX def2/J DEFGRID3
* xyz -2 2
Hg 6.921 9.214 18.158
I 8.807 7.547 9.462
C 8.511 7.761 11.508
C 7.300 7.348 12.151
C 7.241 7.466 13.522
I 5.635 6.711 14.691
C 8.174 8.212 14.272
O 8.010 8.434 15.517
C 9.355 8.664 13.540
C 10.420 9.535 14.258
N 9.814 10.559 15.039
C 10.782 11.570 15.432
C 10.306 12.613 16.401
C 10.975 13.864 16.537
C 10.502 14.803 17.468
C 9.361 14.445 18.148
C 8.741 13.228 17.898
N 9.209 12.324 17.085
C 9.521 8.450 12.204
H 6.535 6.909 11.573
H 11.030 9.967 13.447
H 11.021 8.838 14.855
H 9.262 10.122 15.762
H 11.174 12.118 14.491
H 11.647 11.002 15.888
H 11.940 14.044 16.020
H 11.048 15.706 17.610
H 8.883 15.049 18.919
H 7.878 12.910 18.459
H 10.398 8.760 11.725
C 12.810 5.167 19.881
C 11.732 6.142 19.701
C 12.058 7.538 19.750
C 11.154 8.557 19.385
C 11.622 9.972 19.516
O 11.009 10.884 20.049
C 13.048 10.258 19.035
C 13.620 11.476 19.392
C 14.912 11.860 19.063
C 15.746 10.937 18.449
C 15.208 9.631 18.216
C 13.905 9.284 18.450
C 9.819 8.178 18.974
O 9.126 8.990 18.238
C 9.435 6.778 19.208
C 10.438 5.783 19.421
C 8.036 6.388 19.172
N 6.991 7.199 19.084
C 5.629 6.724 19.340
C 5.310 6.853 20.839
Te 5.161 8.914 21.549
C 6.934 8.721 22.637
C 8.008 9.650 22.550
C 9.085 9.497 23.453
C 9.074 8.470 24.431
C 8.033 7.636 24.485
C 6.974 7.711 23.588
C 7.812 4.883 19.233
C 8.095 4.182 20.447
C 7.908 2.823 20.592
C 7.396 2.080 19.520
C 7.020 2.778 18.355
C 7.265 4.105 18.188
H 13.692 5.231 19.168
H 12.344 4.179 19.912
H 13.326 5.333 20.869
H 13.103 7.848 20.049
H 12.968 12.093 19.948
H 15.294 12.864 19.349
H 16.771 11.097 18.159
H 15.880 8.886 17.772
H 13.520 8.385 18.047
H 10.215 4.761 19.295
H 5.481 5.746 18.896
H 4.939 7.374 18.761
H 6.084 6.365 21.395
H 4.319 6.474 21.014
H 8.088 10.405 21.802
H 9.925 10.184 23.429
H 9.857 8.458 25.161
H 7.949 6.781 25.161
H 6.334 6.846 23.469
H 8.511 4.729 21.276
H 8.065 2.374 21.563
H 7.313 1.012 19.538
H 6.692 2.160 17.510
H 7.111 4.585 17.227
Cl 6.363 13.373 12.659
C 6.092 12.623 14.128
C 6.055 11.198 14.204
C 5.810 10.574 15.384
C 5.564 11.347 16.581
C 5.389 10.737 17.895
C 5.724 12.729 16.528
C 5.872 13.370 15.278
H 6.247 10.678 13.281
H 5.769 9.493 15.460
H 4.501 10.118 18.067
H 5.523 11.325 18.818
H 5.610 13.344 17.417
H 5.968 14.425 15.207
*
```

Output
**Energy**: -102280.5011 eV

Atom charges from the Löwdin analysis, given in e for atoms 1 to 99:
1 Hg 1.1825
2 I 0.7300
3 C -0.7654
4 C -0.2248
5 C -0.6135
6 I 0.8362
7 C -0.4952
8 O -0.1950
9 C -0.1195
10 C -0.1989
11 N -0.0515
12 C -0.1813
13 C -0.2522
14 C -0.0262
15 C -0.0906
16 C -0.0884
17 C -0.1535
18 N 0.1518
19 C -0.1703
20 H 0.0585
21 H 0.1088
22 H 0.1213
23 H 0.0758
24 H 0.1374
25 H 0.1268
26 H 0.1095
27 H 0.0839
28 H 0.0937
29 H 0.0961
30 H 0.0635
31 C -0.1049
32 C -0.3308
33 C -0.0559
34 C -0.0963
35 C -0.2985
36 O 0.0497
37 C -0.1118
38 C -0.0422
39 C -0.1042
40 C -0.0965
41 C -0.0941
42 C -0.0561
43 C -0.2905
44 O -0.2061
45 C -0.0740
46 C -0.0310
47 C -0.2426
48 N -0.1348
49 C -0.3602
50 C -0.4447
51 Te 1.2186
52 C -0.5798
53 C -0.0985
54 C -0.0578
55 C -0.1134
56 C -0.1335
57 C -0.1766
58 C -0.1592
59 C -0.0611
60 C -0.1096
61 C -0.1095
62 C -0.1130
63 C -0.0536
64 H 0.0836
65 H 0.0640
66 H 0.0772
67 H 0.1116
68 H 0.0935
69 H 0.1022
70 H 0.0812
71 H 0.0956
72 H 0.0997
73 H 0.0861
74 H 0.0883
75 H 0.0773
76 H 0.0261
77 H 0.0188
78 H 0.0870
79 H 0.0982
80 H 0.0896
81 H 0.1029
82 H 0.0839
83 H 0.1108
84 H 0.0874
85 H 0.0746
86 H 0.0984
87 H 0.1012
88 Cl 0.6767
89 C -0.7400
90 C -0.0936
91 C -0.0617
92 C -0.3388
93 C -0.2822
94 C -0.0814
95 C -0.1215
96 H 0.0988
97 H 0.0188
98 H 0.0174
99 H 0.0145